12
Properties=species:S:1:pos:R:3:lowdin_charge:R:1 method="wB97M-V/def2-TZVPD" homo_energy_ev=-9.0377 largest_force_ha_per_bohr=0.0225 lumo_energy_ev=0.19 gap_ev=9.2
C -0.8506 -0.9589 -0.3286 -0.012
C 0.1351 0.1249 0.0523 -0.445
C -0.4378 1.9055 0.4218 0.094
O -0.1526 0.8083 1.2728 -0.165
C 1.6160 -0.2581 0.1190 -0.171
O 2.0252 -1.3581 -0.1681 0.086
H -0.7390 -1.8045 0.3601 0.098
H -1.8762 -0.5801 -0.2659 0.088
H -0.6610 -1.3175 -1.3470 0.096
H 0.1916 1.0051 -0.7305 0.142
H -1.4870 1.6959 0.0507 0.043
H 2.2585 0.5701 0.4855 0.146


23
Properties=species:S:1:pos:R:3:lowdin_charge:R:1 method="wB97M-V/def2-TZVPD" homo_energy_ev=-6.6110 largest_force_ha_per_bohr=0.1130 lumo_energy_ev=-3.63 gap_ev=3.0
C 0.4856 -1.9086 -0.1959 -0.066
C 0.9731 -0.6013 0.4908 -0.486
C 0.1520 0.6259 0.1050 -0.230
C -1.2653 0.6254 0.5778 -0.150
C -1.9274 0.8641 -1.9558 -0.045
C -2.2712 0.1628 -0.5826 0.100
N 2.3873 -0.3756 0.2110 0.028
H -0.5528 -2.1200 0.0665 0.058
H 1.0343 -2.7553 0.2851 0.087
H 0.7021 -1.9937 -1.2547 0.069
H 0.8320 -0.6578 1.6021 0.134
H 0.3562 0.7729 -0.9484 0.099
H 0.6636 1.4397 0.7167 0.122
H -1.4933 0.1141 1.5430 0.144
H -1.5265 1.6668 0.5139 0.138
H -2.7301 1.5870 -2.3376 0.167
H -2.3598 0.3118 -2.7562 0.045
H -2.9740 -0.2859 0.0929 0.105
H 2.6546 0.3175 0.9452 -0.014
H 2.8531 -1.2643 0.1517 0.054
H 2.7234 2.1271 2.3798 -0.098
H -1.0677 0.0513 -1.7322 0.162
O 2.3508 1.2958 2.0818 -0.422


110
Properties=species:S:1:pos:R:3:lowdin_spin:R:1 method="wB97M-V/def2-TZVPD" homo_energy_ev="-14.7033 / -14.6908" total_charge=+2 spin_multiplicity=6 largest_force_ha_per_bohr=0.0588 s_squared=8.753 lumo_energy_ev="-8.40 / -8.43" gap_ev="6.3 / 6.3"
Ba 2.7988 9.9644 6.0887 0.000
Mn 7.9365 16.3307 3.3302 4.862
C 6.5633 12.3400 4.0931 0.003
C 5.4288 11.8700 4.8298 0.002
C 4.4660 13.0085 5.5090 0.003
O 3.4354 12.5789 6.0409 0.004
C 4.8466 14.3711 5.4378 0.005
C 5.9511 14.7218 4.7084 0.004
C 6.7782 13.6957 4.0113 0.003
O 7.8013 14.0755 3.3074 0.053
O 6.2052 15.9779 4.6136 0.056
O 4.9956 10.7134 4.8449 0.002
H 7.1780 11.6477 3.5391 0.000
H 4.2120 15.1557 5.8254 0.000
C -0.5442 15.0950 5.9226 0.000
C 0.2345 14.0217 5.1489 0.000
C -0.5721 13.3628 4.0367 0.000
C -1.8533 12.7442 4.4286 0.000
N -2.8613 12.2694 4.7024 0.000
H -1.4350 14.6913 6.4054 0.000
H -0.8517 15.9263 5.2858 0.000
H 0.0630 15.5472 6.7098 0.000
H 0.5284 13.2458 5.8656 0.000
H 1.1571 14.5245 4.8512 0.000
H -0.0107 12.5361 3.5909 0.000
H -0.7923 14.0855 3.2486 0.000
C 4.5152 7.9509 0.0856 0.000
C 4.7566 9.3980 0.4336 0.000
C 5.4426 9.5945 1.8003 0.000
C 6.7685 8.9682 1.8738 0.000
N 7.8334 8.5460 1.9553 0.000
H 5.4099 7.4218 -0.2379 0.000
H 3.7546 7.8709 -0.6921 0.000
H 4.0760 7.4025 0.9246 0.000
H 3.8120 9.9394 0.4915 0.000
H 5.3532 9.8724 -0.3474 0.000
H 4.8283 9.1621 2.5962 0.000
H 5.5241 10.6514 2.0584 0.000
C 2.3195 17.8190 5.7687 0.000
C 2.1094 18.2542 4.3051 0.000
C 3.3175 18.0337 3.4200 0.000
C 4.3861 19.0346 3.6082 0.000
N 5.2043 19.8235 3.7794 0.000
H 3.1381 18.4240 6.1630 0.000
H 2.5173 16.7485 5.8432 0.000
H 1.4027 17.9946 6.3292 0.000
H 1.7640 19.2829 4.2248 0.000
H 1.3305 17.5645 3.9693 0.000
H 3.0083 17.9901 2.3738 0.000
H 3.7599 17.0513 3.6189 0.000
C 3.1995 12.8944 0.1732 0.000
C 3.8327 13.8819 1.1275 0.000
C 2.9136 14.3432 2.2633 0.000
C 1.8161 15.1964 1.8888 0.000
N 0.9509 15.8933 1.6029 0.000
H 3.0596 11.9417 0.6941 0.000
H 3.9297 12.6263 -0.5911 0.000
H 2.2435 13.2210 -0.2286 0.000
H 4.1835 14.7141 0.5117 0.000
H 4.7233 13.4650 1.6068 0.000
H 3.5203 14.8449 3.0225 0.000
H 2.4114 13.5323 2.8056 0.000
C 10.2854 8.6093 4.6661 0.000
C 9.0592 9.3617 5.1809 0.000
C 7.8028 8.5166 5.4899 0.000
C 8.0234 7.6063 6.6031 0.000
N 8.2409 6.9025 7.4824 0.000
H 11.1241 9.3037 4.6177 0.000
H 10.1668 8.0536 3.7389 0.000
H 10.5697 7.8859 5.4368 0.000
H 8.8207 10.0880 4.3984 0.000
H 9.3340 9.9104 6.0816 0.000
H 7.3924 7.9795 4.6336 0.000
H 7.0094 9.2261 5.7469 0.000
C 5.0682 19.7034 8.7117 0.000
C 6.2726 18.9666 8.1238 0.000
C 5.8861 17.6918 7.3358 0.000
C 4.9116 16.8656 8.0356 0.000
N 4.1641 16.2000 8.5987 0.000
H 4.3354 19.9366 7.9338 0.000
H 5.3226 20.6776 9.1259 0.000
H 4.5734 19.1038 9.4752 0.000
H 6.9194 18.6675 8.9490 0.000
H 6.8176 19.6673 7.4927 0.000
H 6.7493 17.0318 7.2081 0.000
H 5.5455 17.9032 6.3212 0.000
C 1.4800 13.2656 11.3413 0.000
C 2.5252 13.5759 10.2614 0.000
C 1.9837 13.5566 8.8483 0.000
C 1.4830 12.2678 8.3455 0.000
N 1.0688 11.2681 7.9420 0.000
H 0.7010 14.0266 11.3834 0.000
H 1.9349 13.2288 12.3306 0.000
H 1.0142 12.2886 11.1962 0.000
H 3.3783 12.8938 10.3055 0.000
H 2.9561 14.5535 10.4745 0.000
H 2.7964 13.8495 8.1794 0.000
H 1.1503 14.2516 8.7131 0.000
C 12.0409 11.4662 0.7025 0.000
C 10.9210 11.0119 1.6368 0.000
C 10.1325 12.2150 2.1836 0.000
C 10.9916 13.1885 2.8717 0.000
N 11.7065 13.9225 3.3896 0.000
H 12.4007 10.6132 0.1257 0.000
H 12.9175 11.7888 1.2638 0.000
H 11.6803 12.2334 0.0190 0.000
H 11.2732 10.4641 2.5130 0.000
H 10.2696 10.2934 1.1376 0.000
H 9.3263 11.8713 2.8281 0.000
H 9.6521 12.7556 1.3635 0.000


11
Properties=species:S:1:pos:R:3:lowdin_charge:R:1 method="wB97M-V/def2-TZVPD" homo_energy_ev=-8.7975 largest_force_ha_per_bohr=0.1742 lumo_energy_ev=0.94 gap_ev=9.7
C -1.2280 -0.1205 0.3973 -0.085
C 0.0993 -0.0357 -0.9729 -0.078
C -0.3268 -0.5941 1.3626 -0.392
N 1.1713 0.7523 -0.3586 -0.002
N 0.6771 -0.6405 1.9251 0.148
H -1.9536 0.6979 0.3555 0.083
H -1.7927 -1.2054 0.6740 0.154
H 0.0221 -0.9392 -0.7879 -0.031
H -0.0558 0.2073 -1.9366 0.069
H 1.5873 1.2912 -1.1002 0.060
H 1.7997 0.5868 0.4415 0.073


60
Properties=species:S:1:pos:R:3:lowdin_charge:R:1 method="wB97M-V/def2-TZVPD" homo_energy_ev=-7.6694 smiles="CN(C)c1ccc([C@@H](C#N)/C=C/N2[C@H](Cc3ccccc3)C(=O)N(C)C2(C)C)cc1" largest_force_ha_per_bohr=0.0790 lumo_energy_ev=0.47 gap_ev=8.1
C -2.9512 1.3208 -0.6209 -0.162
N -4.0950 1.3818 -0.9275 0.135
C 3.5226 -2.7467 0.3539 -0.014
N 2.3159 -2.3928 -0.3691 -0.029
C 1.7653 -3.2406 -1.2775 -0.352
O 2.2187 -4.3613 -1.6146 0.047
C 0.4738 -2.6040 -1.7868 -0.164
C -0.7763 -3.3564 -1.3714 -0.091
C -0.8380 -4.7110 -2.0396 -0.234
C -1.2610 -4.8052 -3.3740 -0.043
C -1.2681 -6.0466 -4.0172 -0.088
C -0.8395 -7.1975 -3.3459 -0.089
C -0.4420 -7.1003 -1.9991 -0.076
C -0.4475 -5.8631 -1.3555 -0.052
N 0.5513 -1.2597 -1.2078 0.000
C -0.4427 -0.3684 -1.3359 -0.085
C -0.4158 0.9478 -0.8922 -0.102
C -1.5601 1.4450 -0.0490 -0.270
C -1.1938 2.7441 0.7038 -0.196
C -2.0719 3.0734 1.7218 -0.039
C -1.8532 4.1858 2.5326 0.007
C -0.8101 5.0800 2.2357 -0.268
N -0.7094 6.2875 2.9170 -0.264
C 0.1646 6.4815 4.0393 -0.086
C -1.3907 7.4726 2.4656 -0.079
C 0.0846 4.7575 1.1684 0.012
C -0.1540 3.6041 0.4054 -0.039
C 1.6312 -1.1002 -0.2477 -0.463
C 1.1361 -0.9109 1.2101 0.010
C 2.6322 0.0205 -0.5672 -0.004
H 3.8083 -3.7720 0.0585 0.100
H 4.3429 -2.0435 0.1177 0.090
H 3.3540 -2.6929 1.4481 0.094
H 0.5288 -2.5157 -2.8848 0.170
H -0.7638 -3.4780 -0.2789 0.131
H -1.6592 -2.7684 -1.6346 0.113
H -1.5762 -3.8953 -3.8968 0.116
H -1.5971 -6.1128 -5.0638 0.104
H -0.8271 -8.1719 -3.8535 0.103
H -0.1046 -7.9916 -1.4584 0.105
H -0.1137 -5.7781 -0.3137 0.119
H -1.3256 -0.7268 -1.8690 0.129
H 0.4397 1.5635 -1.1326 0.069
H -1.7031 0.6535 0.7306 0.140
H -2.9214 2.4265 1.9257 0.119
H -2.5081 4.3613 3.3941 0.121
H 0.6557 5.5458 4.3273 0.091
H 0.9354 7.2337 3.8160 0.078
H -0.4079 6.8582 4.8980 0.079
H -2.0215 7.2388 1.5996 0.094
H -2.0184 7.8721 3.2752 0.081
H -0.6668 8.2555 2.1872 0.081
H 0.9297 5.4336 0.9790 0.119
H 0.5462 3.4389 -0.4610 0.119
H 0.4622 -1.7430 1.4746 0.096
H 1.9866 -0.8768 1.9163 0.089
H 0.5882 0.0347 1.2888 0.071
H 2.9390 -0.0516 -1.6209 0.102
H 2.1866 1.0073 -0.3947 0.068
H 3.5352 -0.0426 0.0716 0.085


34
Properties=species:S:1:pos:R:3:lowdin_charge:R:1 method="wB97M-V/def2-TZVPD" homo_energy_ev=-7.4497 largest_force_ha_per_bohr=0.0076 lumo_energy_ev=-0.15 gap_ev=7.3
Y -0.9684 -1.8041 0.8156 0.942
Se 0.1866 0.2549 1.8665 0.017
Se -3.2983 -2.7260 5.0111 0.530
C -2.8605 -2.6118 3.3236 -0.996
N -2.5802 -2.5538 2.1766 -0.139
S 0.9309 -3.8179 0.9626 0.581
C 2.1376 -2.6033 0.9498 -0.897
N 2.4664 -1.8536 -0.1017 0.028
C 3.3393 -0.7424 0.2822 -0.145
C 3.6398 -1.0432 1.7673 -0.143
N 2.9120 -2.2962 1.9901 0.033
H 1.8311 -1.7909 -0.8854 0.107
H 2.7985 0.1979 0.1800 0.081
H 4.2396 -0.7343 -0.3290 0.114
H 3.2362 -0.2652 2.4129 0.085
H 4.7031 -1.1767 1.9551 0.114
H 2.6264 -2.5943 2.9080 0.144
O -0.2231 -1.2731 -1.4795 -0.087
C -1.0745 -0.3537 -1.3790 -0.678
O -2.1580 -0.4882 -0.7378 -0.099
C -0.7786 1.0457 -1.9029 -0.171
N -0.6603 1.9190 -0.6808 0.005
C -1.9598 2.6348 -0.5351 -0.128
C -2.3424 2.9270 -1.9793 -0.146
C -1.9489 1.6370 -2.7193 -0.103
H 0.1693 1.0436 -2.4327 0.154
H 0.0733 2.6073 -0.8254 0.162
H -0.3390 1.3141 0.2485 -0.094
H -1.8279 3.5098 0.0952 0.132
H -2.6544 1.9459 -0.0618 0.129
H -1.7657 3.7791 -2.3478 0.114
H -3.3973 3.1653 -2.0925 0.119
H -1.6700 1.8104 -3.7557 0.117
H -2.7826 0.9368 -2.6995 0.121


12
Properties=species:S:1:pos:R:3:lowdin_charge:R:1 method="wB97M-V/def2-TZVPD" homo_energy_ev=-8.1067 largest_force_ha_per_bohr=0.0092 lumo_energy_ev=-0.19 gap_ev=7.9
N -0.7706 -1.0060 -1.1843 0.177
C -0.3209 -0.4789 0.1028 -0.305
C -0.7304 -1.2382 1.1784 -0.102
O -0.1509 -0.6151 2.2239 -0.140
N 0.6032 0.5062 1.8493 0.076
C 0.5112 0.5802 0.5478 -0.412
N 1.2379 1.5529 -0.1588 0.088
H -1.4255 -0.4266 -1.7169 0.158
H -0.0338 -1.3332 -1.8158 0.162
H -1.2831 -1.8290 -0.8069 0.135
H 0.6498 2.1425 -0.7367 0.077
H 1.7131 2.1453 0.5171 0.086


15
Properties=species:S:1:pos:R:3:lowdin_charge:R:1 method="wB97M-V/def2-TZVPD" homo_energy_ev=-9.0635 largest_force_ha_per_bohr=0.0693 lumo_energy_ev=0.02 gap_ev=9.1
B 1.9276 0.4505 -0.0393 -0.623
C -1.6171 -1.1112 -0.2440 -0.075
C -0.3798 -0.7606 0.1221 0.008
C -2.9315 -0.4824 -0.1426 -0.164
C 0.8666 -0.5655 0.4407 0.045
N -3.3336 0.6590 0.3450 -0.015
O -2.5353 1.4285 1.1926 -0.044
O 2.1718 0.8600 -1.3530 0.176
O 2.8178 0.6809 0.9722 0.161
H -1.6227 -2.1141 -0.6973 0.115
H -1.6040 1.2312 1.0743 0.060
H -3.7484 -0.9834 -0.6366 0.099
H 1.2489 -0.9840 1.2742 0.074
H 3.0105 1.2604 -1.2801 0.064
H 3.5996 1.1972 0.6942 0.120


30
Properties=species:S:1:pos:R:3:lowdin_spin:R:1 method="wB97M-V/def2-TZVPD" homo_energy_ev="-11.6246 / -13.1338" total_charge=+1 spin_multiplicity=3 largest_force_ha_per_bohr=0.0810 s_squared=2.013 lumo_energy_ev="-4.33 / -6.20" gap_ev="7.3 / 6.9"
C 0.3459 -0.1383 -1.3421 0.530
C 2.4266 0.7028 -0.6424 0.794
C -2.4124 0.6132 -1.7228 0.005
C -1.8794 -1.5301 -0.2030 0.017
C -2.6037 0.6479 0.8863 0.005
C 3.0308 2.7128 0.2365 0.039
C 2.0834 -2.4547 1.5309 0.005
C -1.8632 0.0230 -0.3639 0.027
N -0.4629 0.5322 -0.2905 0.052
O 2.4942 -2.1184 -1.2745 0.005
O 2.0279 1.8243 -0.2951 0.278
O 1.5679 -1.2144 0.9151 0.033
P 1.6113 -1.1060 -0.7201 0.177
H -2.9158 -0.1456 -2.2281 0.000
H -3.0612 1.4084 -1.3928 0.000
H -1.6460 0.9023 -2.4093 0.002
H -1.0550 -1.9256 0.5111 0.002
H -1.9278 -2.1282 -1.0824 0.004
H -2.7208 -1.7428 0.3050 0.001
H -3.6505 0.5533 0.7647 0.001
H -2.1896 0.3747 1.8423 0.001
H -2.4691 1.6923 0.8152 0.001
H 2.6439 3.6463 -0.0135 0.003
H 3.9993 2.6018 -0.1637 0.006
H 2.9525 2.6425 1.2890 0.002
H 1.1041 -2.9839 1.5234 0.002
H 2.4862 -2.4062 2.5083 0.000
H 2.8139 -2.9393 0.7750 0.000
H -0.6186 1.6000 -0.4380 0.005
H -0.1119 0.3559 0.6793 0.003


26
Properties=species:S:1:pos:R:3:lowdin_charge:R:1 method="wB97M-V/def2-TZVPD" homo_energy_ev=-9.7824 smiles="NCC(=O)N[C@@H](CCC(=O)O)C(=O)O" largest_force_ha_per_bohr=0.0781 lumo_energy_ev=0.06 gap_ev=9.8
C -1.7888 -2.0537 0.2989 -0.158
C -1.3894 -1.3061 -0.9441 -0.484
C -0.6836 0.9477 -0.0314 -0.302
C -1.3527 2.2282 -0.4512 -0.446
C 0.8689 1.1353 -0.1462 -0.167
C 1.6515 -0.0536 0.0456 -0.127
C 3.1219 0.2906 -0.2862 -0.408
H -0.1403 -1.8582 1.5370 0.102
H -1.7172 -1.4729 2.2408 0.069
H -2.8206 -1.9305 0.5302 0.118
H -1.5991 -3.0948 0.0396 0.122
H -1.0331 0.3855 -1.8691 0.150
H -0.9566 0.5803 1.0412 0.161
H 1.0455 1.6274 -1.1260 0.152
H 1.1963 1.8433 0.5928 0.128
H 1.4187 -0.2317 1.1398 0.147
H 1.2036 -0.9254 -0.4394 0.119
H 3.6889 -1.6154 -0.5083 0.137
H -1.5385 2.4874 1.4932 0.121
N -1.1110 -1.4773 1.4559 -0.002
N -1.1512 0.0518 -0.9330 0.100
O -1.3436 -1.8849 -1.9842 0.089
O -1.5739 2.5860 -1.5589 0.163
O 3.6181 1.4104 -0.1907 0.096
O 4.0890 -0.6878 -0.6106 0.048
O -1.7026 3.0183 0.6642 0.071


60
Properties=species:S:1:pos:R:3:lowdin_charge:R:1 method="wB97M-V/def2-TZVPD" homo_energy_ev=-8.2778 smiles="C=CCN1CC[C@]23c4c5ccc(O)c4O[C@H]2/C(=N/NC(=O)c2ccccc2)CC[C@@]3(O)[C@H]1C5" largest_force_ha_per_bohr=0.0243 lumo_energy_ev=0.59 gap_ev=8.9
C -1.8840 -4.8794 3.8769 0.009
C -2.3908 -3.8178 3.2778 -0.181
C -2.3885 -3.6102 1.7880 -0.184
N -1.7626 -2.3938 1.2987 -0.148
C -2.3767 -1.1575 1.7445 -0.154
C -1.9328 -0.0180 0.8305 -0.062
H -2.2850 0.9329 1.2348 0.138
H -2.3607 -0.1480 -0.1659 0.129
C -0.4030 0.0203 0.7028 -0.241
C 0.2493 0.3107 2.0128 -0.075
C 0.5398 -0.5882 3.0107 -0.160
C 1.1689 -0.0713 4.1415 -0.024
C 1.4978 1.2720 4.2187 0.001
C 1.2792 2.1524 3.1575 -0.237
C 0.6593 1.6309 2.0314 -0.150
O 0.4431 2.2612 0.8304 0.048
C 0.0444 1.2510 -0.1209 -0.139
C 1.1995 0.8755 -1.0097 -0.197
N 1.1471 1.2887 -2.2066 0.113
N 2.0829 1.0027 -3.1215 0.076
C 2.0396 1.4226 -4.4265 -0.418
O 2.8707 0.9970 -5.2049 0.074
C 0.9756 2.3790 -4.8169 -0.142
C 0.5054 3.3821 -3.9752 -0.036
C -0.4606 4.2629 -4.4279 -0.079
C -0.9637 4.1531 -5.7137 -0.086
C -0.4882 3.1644 -6.5599 -0.079
C 0.4829 2.2872 -6.1170 -0.019
H 0.8741 1.5182 -6.7660 0.117
H -0.8713 3.0822 -7.5664 0.102
H -1.7203 4.8426 -6.0591 0.101
H -0.8212 5.0430 -3.7734 0.102
H 0.8979 3.4801 -2.9761 0.101
H 2.8392 0.3483 -2.9135 0.153
C 2.2303 0.0202 -0.3307 -0.065
C 1.6398 -1.3609 0.0058 -0.052
C 0.1179 -1.3527 0.2393 -0.386
O -0.4772 -1.7575 -0.9733 0.024
H -1.3629 -2.0836 -0.7523 0.096
C -0.3088 -2.3516 1.3581 -0.195
H 0.0431 -3.3439 1.0519 0.160
C 0.2787 -2.0460 2.7597 -0.056
H -0.4015 -2.4549 3.5117 0.104
H 1.2223 -2.5867 2.8762 0.126
H 2.1550 -1.7643 0.8764 0.121
H 1.8051 -2.0381 -0.8338 0.130
H 2.5270 0.5249 0.5923 0.128
H 3.1276 -0.1052 -0.9388 0.109
H -0.7544 1.6815 -0.7286 0.164
O 1.6914 3.4474 3.2436 0.077
H 1.4842 3.8901 2.4112 0.110
H 1.9823 1.6642 5.0985 0.117
H 1.4185 -0.7247 4.9637 0.113
H -3.4622 -1.2732 1.6834 0.131
H -2.1189 -0.9056 2.7844 0.127
H -1.8932 -4.4554 1.3018 0.123
H -3.4305 -3.5852 1.4434 0.125
H -2.8678 -3.0369 3.8563 0.103
H -1.9189 -5.0058 4.9459 0.055
H -1.4141 -5.6728 3.3185 0.060